(1)
A 2-piece molecular cluster, CH6NS overall, computed with ωB97M-V with the def2-TZVPD basis set.

- E_tot: -494.32113 Eh
- Orbital gap: 0.2617 Ha
- Charge: +1
- Energy above the lowest of the compared OMol25 structures with the same formula, charge and spin: 0.947 eV
- Highest occupied orbital energy: -13.36 eV

Atoms and positions in Å:
1 S -2.302 -0.697 0.050
2 N 1.981 0.660 -0.031
3 C 0.777 1.252 0.025
4 H 0.840 2.320 -0.318
5 H 1.998 -0.285 0.317
6 H 2.789 1.133 -0.521
7 H -2.066 -2.094 -0.302
8 H -3.520 -0.804 0.501
9 H -0.075 0.676 0.231

=====

(2)
One molecule with the formula C6H10O, computed with ωB97M-V with the def2-TZVPD basis set.

- E_tot: -309.80240 Eh
- Orbital gap: 0.3759 Ha
- SMILES: O[C@@H]1C=CCCC1
- Energy above the lowest of the compared OMol25 structures with the same formula, charge and spin: 1.088 eV
- Highest occupied orbital energy: -9.23 eV

Atoms and positions in Å:
1 O -0.379 2.497 -0.141
2 C -0.170 1.119 -0.201
3 C 0.658 -1.005 0.782
4 C 0.423 0.494 1.072
5 C -1.040 -0.871 -1.023
6 C 0.489 -1.255 -0.741
7 C -1.374 0.360 -0.627
8 H 1.625 -1.327 1.188
9 H 0.543 0.823 -0.981
10 H -0.112 -1.612 1.257
11 H 0.688 -2.275 -1.050
12 H 0.407 2.866 0.270
13 H -1.856 -1.579 -1.251
14 H -0.232 0.648 1.936
15 H 1.368 1.013 1.284
16 H -2.369 0.801 -0.551
17 H 1.331 -0.697 -1.223

=====

(3)
One molecule with the formula C6H10, computed with ωB97M-V with the def2-TZVPD basis set.

- E_tot: -234.45152 Eh
- Orbital gap: 0.3960 Ha
- SMILES: C1C[C@H]2C[C@@H]1C2
- Energy above the lowest of the compared OMol25 structures with the same formula, charge and spin: 4.109 eV
- Highest occupied orbital energy: -9.67 eV

Atoms and positions in Å:
1 C -1.286 -0.201 -0.203
2 C 0.606 -0.285 1.194
3 C 0.298 1.098 0.727
4 C 0.606 -0.387 -1.247
5 C -0.190 0.793 -0.702
6 C -0.010 -1.171 -0.002
7 H -0.585 1.665 1.210
8 H 0.184 -0.774 -2.246
9 H -0.337 1.818 -1.101
10 H 1.592 -0.517 1.526
11 H 0.076 -0.148 2.042
12 H 1.601 -0.565 -0.693
13 H 1.027 2.052 0.842
14 H -2.027 -0.260 -1.135
15 H -1.831 -0.044 0.763
16 H 0.151 -2.309 0.191

=====

(4)
C48H46BCoGeN6 as an isolated structure, computed with ωB97M-V with the def2-TZVPD basis set.

- E_tot: -5669.64867 Eh
- ⟨S²⟩: 1.2332
- Orbital gap (alpha / beta): 0.1650 / 0.1550 Ha
- Spin multiplicity: 2
- Charge: +1
- Energy above the lowest of the compared OMol25 structures with the same formula, charge and spin: 0.175 eV
- Highest occupied orbital energy (alpha / beta): -9.66 / -9.41 eV

Atoms and positions in Å:
1 Ge 0.056 0.381 -2.036
2 Co -0.107 0.713 0.562
3 N 1.841 0.300 0.811
4 N -1.037 -1.083 0.744
5 N 0.305 -0.234 3.213
6 N -0.284 -1.947 1.477
7 N 2.051 -0.832 1.522
8 N -0.171 0.858 2.653
9 C -1.548 -4.789 -2.612
10 C -0.563 1.671 3.666
11 C 0.188 -2.882 -1.582
12 C 2.814 -0.754 -2.218
13 C -0.616 2.049 -2.838
14 C -1.762 -3.422 -2.922
15 C 4.035 -0.067 0.935
16 C -4.307 0.828 -1.352
17 C -1.971 5.674 3.157
18 C -0.879 -3.161 1.519
19 C 4.025 -0.999 -2.851
20 C 2.135 0.636 -4.042
21 C 3.022 0.788 0.465
22 C 2.132 4.118 -1.037
23 C 3.381 -1.077 1.609
24 C -0.303 -4.336 2.234
25 C -1.673 3.663 4.534
26 C -1.094 2.969 3.460
27 C -2.121 -1.745 0.348
28 C 1.847 0.065 -2.801
29 C -2.106 4.952 4.383
30 C 3.944 -2.278 2.292
31 C 4.316 3.490 -1.807
32 C -1.027 3.625 2.124
33 C -1.893 2.859 1.060
34 C -3.227 0.235 -0.721
35 C -2.148 -0.724 -3.522
36 C -5.437 -1.284 -1.366
37 C -3.233 -1.116 -0.388
38 C -4.355 -1.869 -0.727
39 C -0.883 -2.442 -2.397
40 C 3.258 4.389 -1.802
41 C -1.436 5.050 2.098
42 C 3.118 2.036 -0.304
43 C -0.325 1.026 4.906
44 C -5.423 0.069 -1.675
45 C 4.292 -0.427 -4.087
46 C 2.066 2.948 -0.300
47 C 0.705 -1.278 5.466
48 C 0.386 -4.205 -1.313
49 C -2.840 -3.016 -3.748
50 C 3.344 0.391 -4.681
51 C 0.236 -0.177 4.578
52 C 4.250 2.326 -1.060
53 C -1.093 -1.064 -2.714
54 C -0.500 -5.176 -1.830
55 C -3.023 -1.701 -4.049
56 C -2.052 -3.070 0.811
57 B 0.882 -1.427 2.328
58 H 0.859 -2.144 -1.166
59 H 2.632 -1.220 -1.258
60 H 1.312 4.827 -1.013
61 H 3.493 -3.193 1.907
62 H -0.018 2.893 -2.492
63 H -1.326 5.562 1.149
64 H 1.770 -1.469 5.335
65 H 0.525 -1.008 6.504
66 H -1.785 3.174 5.490
67 H -2.227 -5.526 -3.024
68 H -0.344 -6.223 -1.606
69 H 1.282 -2.297 3.038
70 H -2.685 3.495 0.667
71 H 1.191 2.735 0.310
72 H -2.368 1.984 1.498
73 H -2.558 5.450 5.232
74 H -2.304 6.700 3.095
75 H -6.272 0.525 -2.166
76 H 1.222 -4.514 -0.697
77 H 0.174 -2.206 5.254
78 H -4.279 1.883 -1.598
79 H -0.849 -5.233 1.950
80 H -0.487 1.404 5.900
81 H 3.540 0.833 -5.650
82 H -2.325 0.313 -3.779
83 H -1.273 2.564 0.202
84 H 5.069 1.619 -1.088
85 H 5.017 -2.324 2.118
86 H -1.661 2.222 -2.579
87 H 3.308 5.293 -2.395
88 H -0.378 -4.222 3.317
89 H -6.296 -1.888 -1.623
90 H -4.389 -2.923 -0.488
91 H -3.514 -3.770 -4.138
92 H -2.345 0.823 -0.503
93 H -0.536 1.992 -3.924
94 H 0.749 -4.477 1.988
95 H 4.758 -1.640 -2.378
96 H 0.018 3.571 1.793
97 H 5.195 3.695 -2.403
98 H 5.100 0.056 0.840
99 H -2.758 -3.866 0.648
100 H 3.773 -2.251 3.369
101 H 5.231 -0.624 -4.588
102 H -3.842 -1.394 -4.688
103 H 1.410 1.274 -4.532

=====

(5)
C21H29N6PPbS2 as an isolated structure, computed with ωB97M-V with the def2-TZVPD basis set.

- E_tot: -2475.30071 Eh
- Orbital gap (alpha / beta): 0.1775 / 0.1764 Ha
- Charge: +4
- Highest occupied orbital energy (alpha / beta): -19.16 / -19.16 eV

Atoms and positions in Å:
1 Pb 0.035 -0.424 0.171
2 S 0.032 -0.970 5.338
3 S -2.575 -4.754 1.079
4 P -1.796 2.244 -0.130
5 N 2.448 -0.624 -0.160
6 N -1.909 -3.594 -1.240
7 N 0.636 -1.051 -2.248
8 N -1.209 -2.553 0.767
9 N 0.009 -0.829 2.731
10 N 1.254 0.868 3.805
11 C -1.325 -2.787 2.130
12 C -3.514 0.198 -1.100
13 C -1.857 3.480 1.218
14 C 2.027 -0.715 -2.537
15 C 4.743 -0.330 -3.048
16 C 2.488 -0.610 -3.823
17 C 5.181 -0.408 -0.610
18 C -2.161 2.950 2.616
19 C 2.911 -0.592 -1.444
20 C 4.688 -0.501 0.668
21 C -1.816 -3.509 0.076
22 C -0.810 -2.138 4.475
23 C 3.853 -0.398 -4.085
24 C 4.300 -0.440 -1.711
25 C -0.707 2.477 -2.777
26 C -0.730 -1.935 3.095
27 C 0.493 -0.215 3.797
28 C -2.044 -3.935 2.447
29 C 3.310 -0.601 0.849
30 C -3.447 1.456 -0.233
31 C -1.436 3.210 -1.650
32 H -2.252 3.793 3.299
33 H 5.342 -0.487 1.529
34 H -0.854 4.072 -1.317
35 H 0.565 -2.066 -2.323
36 H 2.895 -0.661 1.850
37 H 1.804 -0.708 -4.659
38 H -4.529 -0.195 -1.090
39 H -4.115 2.228 -0.631
40 H -0.493 3.185 -3.576
41 H -2.265 -4.313 3.435
42 H -2.410 3.575 -1.994
43 H -2.646 4.172 0.891
44 H 6.248 -0.321 -0.781
45 H 4.194 -0.320 -5.107
46 H 1.585 1.302 2.958
47 H -1.359 2.309 2.986
48 H -2.384 -4.376 -1.673
49 H -1.317 1.681 -3.206
50 H 0.047 -0.665 -2.984
51 H -3.766 1.239 0.788
52 H 5.798 -0.179 -3.240
53 H -3.103 2.403 2.656
54 H -0.917 4.035 1.199
55 H -1.330 -2.935 4.988
56 H -2.850 -0.583 -0.714
57 H -1.542 -2.888 -1.853
58 H 0.250 2.072 -2.436
59 H -3.256 0.408 -2.139
60 H 1.589 1.257 4.677

=====

Number 1: strongest force on any atom 5.95 eV Å⁻¹. Number 2: strongest force on any atom 1.20 eV Å⁻¹. Number 3: strongest force on any atom 5.34 eV Å⁻¹. Number 4: strongest force on any atom 0.80 eV Å⁻¹. Number 5: strongest force on any atom 1.85 eV Å⁻¹.